1.
{
  "formula": "H3NO4S",
  "method": "ωB97M-V with the def2-TZVPD basis set",
  "symbols": ["N", "O", "O", "O", "O", "S", "H", "H", "H"],
  "positions_angstrom": [[-0.8999, -0.2196, 0.1979], [0.7767, 1.6077, -0.9681], [-2.1263, 0.3584, 0.1460], [1.9843, -0.9040, -0.4497], [1.6966, -0.2294, 0.7476], [0.6467, 1.1187, 0.3797], [-0.8432, -0.7363, 1.0778], [-2.5249, 0.6416, -0.7658], [1.2902, -1.6370, -0.3653]],
  "orbital_gap_ev": 9.39,
  "charge": 0,
  "e_above_lowest_kj_mol": 287.09,
  "e_homo_ev": -9.10,
  "energy_ev": -20557.540
}

2.
{
  "formula": "H3NOS",
  "method": "ωB97M-V with the def2-TZVPD basis set",
  "symbols": ["N", "O", "S", "H", "H", "H"],
  "positions_angstrom": [[-0.6614, -0.0428, 0.2953], [0.6543, -0.7486, 0.1817], [2.0078, 0.3044, -0.0220], [-0.4759, 0.3369, 1.1893], [-1.2995, -0.8318, 0.3477], [2.1359, 0.3389, -1.3741]],
  "orbital_gap_ev": 10.09,
  "smiles": "NOS",
  "charge": 0,
  "e_above_lowest_kj_mol": 177.93,
  "e_homo_ev": -9.61,
  "energy_ev": -14418.635
}